Here is a structure of composition C35H44N3O5S2SiTa in a non-equilibrium geometry from the OMol25 dataset. Energies are from ωB97M-V/def2-TZVPD.

XYZ file:
```
91
Properties=species:S:1:pos:R:3:forces:R:3
Ta -0.77123 0.48857 0.20010 2.838 -2.093 2.426
C 3.95611 1.74437 -0.78914 -0.104 0.100 0.056
C 2.47773 1.59760 -1.00451 0.133 0.116 0.185
N 1.64248 1.79437 -0.04299 -1.411 -0.806 0.005
N 2.13400 2.27606 1.11467 0.712 0.938 0.388
C 1.73961 1.76292 2.20588 -0.012 -0.087 -0.276
S 0.72406 0.34379 2.34637 -0.818 -0.275 -1.161
S 2.24244 2.37080 3.76276 0.184 0.172 0.350
C 2.74497 4.12729 3.51862 -0.155 -0.408 -0.305
C 3.88802 4.41370 2.58700 0.016 -0.011 -0.029
C 3.67076 5.11595 1.40614 -0.017 -0.011 0.105
C 4.73078 5.43747 0.57402 0.011 -0.009 -0.097
C 6.02156 5.05026 0.90682 0.018 0.018 -0.009
C 6.24430 4.33871 2.07703 0.009 -0.043 0.041
C 5.18336 4.02901 2.91509 -0.033 -0.035 -0.012
C 1.97103 1.26993 -2.34281 -0.270 -0.255 0.056
C 2.75803 1.47569 -3.47732 0.087 0.048 0.022
C 2.27303 1.23600 -4.74939 -0.023 0.006 0.020
C 0.97355 0.77435 -4.91761 0.106 0.025 0.003
C 0.18796 0.52128 -3.81067 -0.338 -0.042 0.262
C 0.68248 0.75704 -2.53431 0.514 0.301 -0.685
O -0.05803 0.46245 -1.44812 0.092 -0.017 -2.794
H 4.19147 1.59251 0.26096 0.042 0.026 -0.043
H 4.26907 2.75721 -1.05131 0.077 0.020 -0.001
H 4.50777 1.03008 -1.39635 -0.005 0.014 -0.043
H 3.01470 4.40285 4.53801 -0.085 0.022 0.058
H 1.84695 4.67223 3.23512 0.036 0.055 -0.017
H 2.66395 5.41727 1.14482 -0.012 -0.015 -0.017
H 4.54592 5.98821 -0.34043 0.020 0.025 0.033
H 6.85429 5.31851 0.26893 -0.023 -0.038 -0.024
H 7.24706 4.03002 2.34374 0.000 0.030 0.005
H 5.35946 3.48656 3.83727 0.015 -0.021 -0.017
H 3.76471 1.85224 -3.35958 -0.008 0.020 0.008
H 2.90706 1.41602 -5.60651 -0.023 0.019 -0.008
H 0.57184 0.61008 -5.90812 0.016 -0.037 0.002
H -0.82119 0.14219 -3.91386 0.020 -0.003 -0.007
O -7.34106 4.12098 -0.53241 -0.145 0.052 0.057
C -7.37916 2.91662 -0.26087 0.725 -0.470 -0.063
O -8.25595 2.12793 0.11203 -0.147 0.128 -0.063
C -5.98235 2.21775 -0.40698 -0.752 0.359 0.031
C -5.75514 1.22143 -1.35049 0.297 -0.024 0.089
C -4.50128 0.64313 -1.44018 0.000 -0.051 -0.364
N -3.50236 0.95566 -0.61517 0.882 -0.075 0.273
C -3.74039 1.90788 0.30358 -0.413 -0.079 -0.093
C -4.93063 2.58567 0.42925 0.371 -0.066 -0.005
C -2.53188 2.10768 1.13794 -0.960 2.056 -0.161
O -1.95553 3.15231 1.32011 -0.203 -0.386 0.243
O -2.01232 0.93128 1.49669 -1.136 0.230 1.458
H -6.54886 0.89491 -2.00806 -0.036 0.006 0.035
H -4.28135 -0.10697 -2.19188 -0.066 0.074 0.028
H -5.04666 3.37370 1.16144 -0.016 0.016 -0.034
C 2.09540 -2.26620 -0.08060 -0.088 -0.069 -0.014
C 1.02153 -3.10273 0.63885 -0.216 0.303 -0.050
C 1.36171 -3.14037 2.13566 -0.091 0.004 -0.107
C 1.11384 -4.55147 0.13425 -0.101 0.052 -0.076
Si -0.76000 -2.35201 0.28878 -0.058 0.069 0.231
C -1.36499 -2.85572 -1.49989 0.049 0.226 0.137
C -2.49403 -1.92661 -1.97628 0.162 -0.165 0.112
C -1.88979 -4.29782 -1.53241 -0.040 0.046 0.107
C -0.22074 -2.73543 -2.51633 -0.029 -0.046 0.089
C -2.05939 -2.80055 1.66969 0.110 0.088 -0.181
C -3.47373 -2.39218 1.22801 0.089 -0.065 0.022
C -2.05810 -4.31480 1.93260 0.090 0.014 -0.137
C -1.76249 -2.08130 2.99420 0.137 -0.059 -0.090
H 3.08658 -2.62084 0.21892 0.028 0.010 -0.017
H 2.02573 -1.20789 0.18068 0.073 -0.008 0.035
H 2.02208 -2.36154 -1.16480 0.037 0.052 0.032
H 2.37064 -3.54533 2.26021 0.022 -0.007 -0.035
H 0.68008 -3.78906 2.68516 0.068 0.034 0.044
H 1.34831 -2.15237 2.58452 0.029 0.032 0.087
H 2.09780 -4.95095 0.39732 0.014 -0.008 0.019
H 1.01443 -4.62036 -0.94830 0.017 -0.103 0.112
H 0.36037 -5.19456 0.59365 0.052 -0.020 -0.010
H -3.36532 -1.96623 -1.32556 0.041 0.049 -0.040
H -2.81277 -2.23718 -2.97680 0.002 0.030 -0.045
H -2.15710 -0.88825 -2.03806 -0.082 -0.038 -0.067
H -2.80716 -4.40437 -0.95124 0.030 -0.032 -0.060
H -1.15771 -5.01248 -1.15551 -0.081 -0.026 -0.051
H -2.12440 -4.56891 -2.56654 0.002 -0.002 -0.022
H 0.24948 -1.75503 -2.48275 0.045 -0.034 -0.059
H -0.61745 -2.88118 -3.52629 -0.026 0.006 -0.015
H 0.55058 -3.48823 -2.36061 -0.034 0.079 -0.084
H -3.83240 -3.01030 0.40351 -0.026 0.062 0.015
H -3.52808 -1.34109 0.93437 -0.066 -0.013 -0.006
H -4.16740 -2.53694 2.06142 0.006 0.012 0.024
H -2.27578 -4.88312 1.02693 0.016 -0.050 0.120
H -2.83041 -4.55287 2.66976 -0.015 0.010 0.014
H -1.10362 -4.65764 2.33301 -0.059 -0.051 0.005
H -1.89366 -1.00613 2.90715 -0.028 0.105 0.037
H -0.75385 -2.26921 3.36175 -0.058 0.004 0.020
H -2.46333 -2.43434 3.75627 -0.030 -0.005 -0.004
```
Forces are in eV/Å.

E_tot, eV: -82816.13425
ΔE to the lowest compared entry with this formula, charge and spin, eV: 3.951
Maximum force, Eh/bohr: 0.0832
Lowest unoccupied orbital energy, eV: -2.26
HOMO-LUMO gap, eV: 5.22
Spin multiplicity: 1